# 1
69
Properties=species:S:1:pos:R:3:forces:R:3:mulliken_charge:R:1 method="wB97M-V/def2-TZVPD" homo_lumo_gap_ev="5.8356 / 5.8670" charge=0 multiplicity=2 total_energy_ev=-205060.089 s_squared=0.7624 e_above_lowest_ev=0.063 lumo_energy_ev="-0.824 / -0.792" e_homo_ha="-0.2447 / -0.2447"
Cr 0.3849 1.4550 0.2514 0.031 0.114 -0.030 -0.451
Br 1.6315 1.7640 7.4247 -0.003 -0.004 -0.001 -0.193
C 1.1714 2.0144 5.6054 0.011 0.031 -0.008 -0.231
C 1.3632 3.2632 5.0130 0.004 -0.005 0.023 -0.429
C 1.0349 3.4618 3.6906 -0.010 -0.003 -0.022 -0.776
C 0.5266 2.4127 2.9125 0.007 -0.185 0.091 0.212
O 0.2174 2.6332 1.6488 0.095 0.103 -0.029 -0.446
C 0.3204 1.1562 3.5255 -0.007 0.084 -0.024 0.213
C -0.3115 0.0669 2.8178 0.036 -0.045 0.029 0.130
N -0.5211 0.0759 1.5526 -0.016 0.129 0.077 1.580
C -1.2464 -0.9583 0.9341 -0.035 -0.033 -0.145 -1.083
C -2.1872 -1.7634 1.5177 -0.055 -0.044 0.014 0.017
C -2.8009 -2.7827 0.7627 0.047 -0.012 -0.017 -0.976
C -2.4445 -2.9971 -0.5402 0.019 0.042 0.029 -0.874
C -1.4852 -2.1647 -1.1659 -0.075 -0.100 0.008 1.251
C -1.0137 -2.3560 -2.4866 0.026 0.003 -0.062 -1.091
C -0.0646 -1.5169 -2.9850 -0.010 -0.007 0.017 -1.167
C 0.4007 -0.4512 -2.1901 0.031 -0.091 0.062 -0.697
N -0.0333 -0.2258 -0.9674 0.028 -0.005 -0.097 0.922
C -0.9285 -1.1142 -0.4306 0.020 0.071 -0.003 0.091
C 0.6434 0.9775 4.8787 -0.016 -0.028 -0.002 -0.747
H 1.7711 4.0752 5.5997 0.000 0.005 -0.006 0.430
H 1.1756 4.4246 3.2182 0.005 0.001 0.004 0.494
H -0.6211 -0.7944 3.4113 -0.024 -0.015 -0.040 0.258
H -2.4672 -1.6321 2.5549 0.023 0.024 -0.005 0.549
H -3.5310 -3.4212 1.2401 -0.003 -0.002 -0.001 0.430
H -2.8843 -3.8067 -1.1088 0.000 -0.001 0.002 0.394
H -1.3926 -3.1855 -3.0719 0.006 0.011 -0.006 0.503
H 0.3674 -1.6586 -3.9640 -0.004 -0.018 -0.003 0.440
H 1.1538 0.2238 -2.5685 -0.033 0.035 -0.009 0.828
H 0.4746 0.0133 5.3423 0.000 -0.004 -0.009 0.592
C -2.8818 2.0079 1.0842 0.021 0.002 0.011 -1.231
C -2.5387 2.4389 -0.3104 0.049 -0.020 -0.005 1.037
C -3.5936 2.9063 -1.1292 -0.043 -0.006 0.003 -1.059
C -3.3506 3.2939 -2.4072 -0.014 -0.002 -0.008 -0.889
C -2.0271 3.2846 -2.8914 0.080 -0.035 0.067 1.015
C -1.6980 3.7218 -4.1940 -0.034 0.015 -0.012 -0.857
C -0.3947 3.7438 -4.5945 0.025 0.005 -0.043 -0.705
C 0.6250 3.3491 -3.7101 -0.007 -0.011 0.052 -0.609
C 0.3408 2.9118 -2.4382 -0.068 -0.018 -0.039 0.313
S 1.6038 2.4668 -1.3156 0.152 -0.060 0.075 -0.563
C -1.0133 2.8439 -2.0138 -0.081 0.033 -0.105 -0.312
N -1.2924 2.3737 -0.7496 -0.129 -0.009 0.108 1.090
H -3.8599 2.3973 1.3599 0.004 0.021 0.001 0.604
H -2.1402 2.3607 1.7957 0.012 -0.006 -0.009 0.083
H -2.9295 0.9207 1.1454 -0.021 -0.007 -0.008 0.123
H -4.5924 2.9350 -0.7167 -0.002 -0.011 -0.002 0.454
H -4.1525 3.6310 -3.0530 -0.003 0.001 0.000 0.423
H -2.4945 4.0409 -4.8542 0.002 0.001 -0.002 0.391
H -0.1337 4.0761 -5.5907 -0.003 0.004 0.001 0.386
H 1.6593 3.3979 -4.0260 0.005 -0.007 0.010 0.465
C 2.9188 -5.7312 -2.7224 0.024 0.003 0.001 -0.820
S 1.2604 -5.0125 -2.6963 -0.028 0.042 0.002 0.009
C 1.2461 -4.2820 -1.1062 -0.054 -0.138 0.031 -0.191
C 1.9670 -3.1902 -0.7229 0.110 0.066 0.066 0.203
S 3.0546 -2.2163 -1.6129 -0.058 -0.052 0.017 -0.346
S 1.7118 -2.7854 0.9759 -0.028 -0.063 -0.020 -0.113
C 0.5668 -3.9962 1.4138 -0.061 0.003 -0.137 0.063
S -0.1692 -4.0643 2.8934 0.033 -0.039 0.088 -0.257
S 0.2633 -5.0711 0.1116 0.039 0.112 0.016 -0.211
H 3.0490 -6.1726 -3.7098 0.021 -0.005 0.009 0.358
H 3.0189 -6.5028 -1.9618 -0.019 -0.001 -0.006 0.274
H 3.6547 -4.9438 -2.5712 -0.004 0.011 -0.012 0.218
C 4.3634 -0.6223 1.4138 0.050 -0.059 0.055 -1.102
C 3.1234 0.0838 1.1649 0.065 0.084 -0.115 0.508
N 2.1500 0.6307 0.9224 -0.115 0.061 0.108 0.160
H 4.5372 -1.2680 0.5478 0.000 0.014 -0.005 0.227
H 4.2656 -1.2349 2.3091 -0.014 0.016 -0.006 0.285
H 5.1788 0.0883 1.5375 -0.004 0.004 -0.023 0.398



# 2
75
Properties=species:S:1:pos:R:3:forces:R:3:mulliken_charge:R:1 method="wB97M-V/def2-TZVPD" homo_lumo_gap_ev="4.8951 / 5.3093" charge=+1 multiplicity=6 total_energy_ev=-117791.826 s_squared=8.7881 e_above_lowest_ev=0.000 lumo_energy_ev="-3.385 / -6.157" e_homo_ha="-0.3043 / -0.4214"
Ir -1.2889 -4.7541 -22.5630 2.684 -0.378 0.748 2.139
S -7.8598 -3.9263 -26.4780 1.672 1.050 -2.239 0.191
N -7.5497 -4.9116 -25.2860 2.729 0.720 0.757 -0.560
C -6.2047 -4.7585 -25.0650 -0.883 -2.723 3.783 0.305
C -5.4739 -5.4573 -23.8297 0.502 2.142 -4.594 0.210
C -6.0937 -6.2643 -22.9362 -0.722 -0.420 1.269 -0.350
C -5.3425 -6.6259 -21.8274 0.472 -0.728 1.618 -0.707
C -4.0138 -6.3350 -21.7366 2.233 2.020 -2.460 -0.561
N -3.3090 -5.6813 -22.7762 -2.258 -0.769 0.678 -0.647
C -4.0352 -5.2208 -23.8050 -0.816 0.379 1.124 0.500
C -3.3468 -4.2991 -24.7751 -1.227 -2.475 -0.274 -0.143
N -1.9923 -4.2745 -24.7692 -1.555 -1.155 4.246 -0.098
C -1.3568 -3.5971 -25.6221 2.654 1.581 -2.605 -0.100
C -1.9549 -2.8704 -26.6934 -0.229 -1.472 2.323 -1.196
C -3.3017 -2.9487 -26.7162 -2.756 1.313 -0.617 -0.790
C -4.0740 -3.7533 -25.7974 1.199 1.415 -1.003 0.888
C -5.5248 -3.9045 -25.9037 0.051 0.596 -2.093 0.642
N -6.2701 -3.3742 -26.9159 -1.875 -1.173 2.682 -0.700
H -7.1563 -6.5610 -22.9129 0.622 0.552 -0.582 0.469
H -5.7568 -7.0946 -20.9253 -0.192 0.061 -0.682 0.395
H -3.3342 -6.3721 -20.9086 -0.369 -0.842 0.705 0.542
H -0.2701 -3.6191 -25.5038 -0.220 0.144 -0.150 0.502
H -1.3719 -2.2502 -27.3033 0.588 0.659 -0.858 0.510
H -3.8967 -2.2439 -27.3653 0.701 -1.187 0.361 0.376
C 0.9922 -2.7036 -20.6842 -1.577 -1.240 -0.228 -1.360
N 0.4338 -2.7644 -22.0220 -1.219 0.109 -0.306 0.672
C -0.2680 -1.4703 -22.3291 3.328 0.039 -2.645 -1.066
C 1.4832 -3.0867 -22.9943 -0.273 1.193 -1.378 -1.208
C 1.7579 -4.5695 -23.1813 0.782 0.449 -1.222 1.414
C 2.9993 -5.0209 -23.7550 -0.862 0.247 0.444 -0.633
C 3.2215 -6.3020 -24.2831 -0.923 1.156 0.571 -0.726
C 2.1285 -7.1450 -24.1620 -0.616 1.486 1.011 -0.822
C 0.9123 -6.7224 -23.6063 -0.048 0.065 0.111 -0.300
C 0.6745 -5.4245 -23.1440 -1.177 -0.162 -0.249 -0.587
H 1.8046 -2.0571 -20.6489 1.629 1.508 0.045 0.392
H 1.3532 -3.6954 -20.4665 0.027 -0.286 0.601 0.467
H 0.2186 -2.3462 -20.0112 0.019 -0.337 0.347 0.279
H 0.5988 -0.6802 -22.4740 -1.814 -1.045 0.358 0.327
H -0.9319 -1.1694 -21.5785 -0.799 0.227 1.217 0.253
H -0.8131 -1.5564 -23.3013 0.403 0.037 0.816 0.278
H 2.4049 -2.4926 -22.8352 -0.198 -0.271 0.306 0.383
H 1.0673 -2.6240 -23.9455 0.619 -0.914 0.615 0.334
H 3.7713 -4.2882 -23.7805 0.634 0.460 -0.137 0.470
H 4.1437 -6.6014 -24.7973 -0.402 0.222 0.509 0.401
H 2.2166 -8.1452 -24.3817 0.105 -2.152 -0.863 0.535
H 0.1048 -7.4255 -23.5436 -0.242 -0.483 -0.069 0.450
O 2.9300 -11.7005 -14.7863 0.947 -0.515 1.643 -0.371
S 3.7982 -12.3066 -13.7978 0.563 -0.919 -1.535 1.109
O 3.8075 -11.9353 -12.4219 -0.372 0.177 -0.648 -0.364
O 4.7112 -13.3386 -14.2410 -1.140 1.264 0.539 -0.375
C 1.3162 -7.0427 -14.4365 1.201 -4.571 -0.624 0.368
N 1.3660 -6.1461 -13.5610 0.231 -2.112 -0.706 -0.265
C 0.9335 -4.9462 -13.9049 -0.146 3.057 1.199 -0.536
C 0.4740 -4.7644 -15.1836 0.009 2.449 0.807 -0.709
C 0.5138 -5.8046 -16.0742 -2.281 1.763 -4.527 0.039
N 1.0102 -6.9535 -15.7074 1.903 -1.896 4.057 -0.303
C 0.0648 -5.7868 -17.4821 0.010 1.235 -1.466 1.029
C 0.8779 -6.2411 -18.5567 -0.754 0.106 -1.452 -0.919
C 0.5037 -6.1143 -19.9162 -0.144 0.133 1.607 -0.587
N -0.6112 -5.4437 -20.2380 0.416 -0.675 -3.744 0.237
C -1.4012 -5.0271 -19.3114 -0.624 0.732 2.877 -0.345
C -1.1174 -5.1791 -17.9532 -0.505 0.303 1.411 -1.113
H 1.1543 -4.2867 -13.0505 -0.826 0.764 -1.071 0.438
H 0.2060 -3.7624 -15.5157 -0.183 -0.307 0.048 0.379
H 1.8656 -6.5881 -18.4538 0.967 -0.761 0.709 0.506
H 1.0819 -6.5180 -20.7479 0.094 0.245 0.408 0.358
H -2.2617 -4.4643 -19.5935 -0.475 0.152 -0.155 0.642
H -1.8319 -4.7836 -17.1951 0.490 -0.293 -0.828 0.458
Cl -5.0999 -3.0642 -19.6193 0.440 0.050 -0.772 -0.141
C -4.2469 -1.9060 -20.7322 0.002 -0.436 0.363 0.717
Cl -3.1010 -1.0191 -19.6670 -0.387 0.285 -0.453 -0.113
Cl -5.4645 -0.9362 -21.5289 0.217 0.294 0.370 -0.097
C -3.3485 -2.5825 -21.8200 0.716 -0.049 -2.738 -0.163
O -3.4109 -2.1975 -23.0233 0.041 -1.079 3.450 -0.565
O -2.5409 -3.4868 -21.3448 -0.807 0.986 -0.754 -0.084



# 3
75
Properties=species:S:1:pos:R:3:forces:R:3:mulliken_charge:R:1 method="wB97M-V/def2-TZVPD" homo_lumo_gap_ev="6.8104 / 6.8081" charge=-1 multiplicity=2 total_energy_ev=-122806.962 s_squared=0.7508 e_above_lowest_ev=1.165 lumo_energy_ev="1.578 / 1.576" e_homo_ha="-0.1923 / -0.1923"
Yb -0.3338 0.9709 0.6145 2.107 -0.793 -1.425 1.153
C 0.5442 3.2978 -2.0500 -0.003 0.152 0.129 -1.396
O 0.2315 1.9335 -1.8098 -0.295 -0.167 -0.300 0.902
C 0.1530 1.1080 -2.8884 -0.074 -0.304 0.131 0.537
C 0.5442 1.4858 -4.1650 0.045 0.131 -0.089 -0.596
C 0.4895 0.5829 -5.2170 0.014 -0.002 0.050 -0.778
C 0.0371 -0.7061 -4.9968 -0.045 -0.037 -0.042 -0.881
C -0.3911 -1.0781 -3.7344 0.022 0.085 0.228 -0.557
C -0.3343 -0.1945 -2.6539 0.193 0.220 -0.661 0.380
N -0.7412 -0.5281 -1.3453 -0.016 -0.780 0.493 0.932
N -1.0846 -1.7605 -1.2528 0.140 0.593 -0.347 -0.855
C -1.5351 -2.3034 -0.1066 -0.007 0.166 0.811 -0.097
C -1.9185 -1.5362 1.0398 -0.292 -0.687 -0.660 0.083
O -1.9280 -0.2734 1.0142 -0.695 -0.551 0.564 -0.287
C -2.3965 -2.2342 2.2058 0.057 0.103 0.165 -0.717
C -2.4179 -3.5812 2.2620 0.016 0.104 -0.119 -1.089
C -2.0388 -4.3802 1.1353 0.091 -0.042 -0.120 0.800
C -2.0393 -5.7824 1.2094 -0.026 -0.134 -0.048 -0.878
C -1.7236 -6.5526 0.1160 -0.031 -0.035 0.078 -0.609
C -1.4044 -5.9263 -1.0943 0.033 0.083 -0.013 -0.761
C -1.3564 -4.5552 -1.1760 0.074 0.012 -0.099 -0.223
C -1.6510 -3.7460 -0.0644 0.057 -0.055 0.015 1.280
H -0.2063 3.7564 -2.6982 -0.003 -0.050 0.009 0.476
H 1.5359 3.3965 -2.5001 0.014 -0.051 0.077 0.469
H 0.5154 3.7799 -1.0777 0.037 0.010 -0.021 0.068
H 0.8987 2.4878 -4.3556 0.009 -0.004 0.051 0.412
H 0.7999 0.9014 -6.2035 0.027 -0.020 -0.008 0.398
H 0.0052 -1.4263 -5.8041 -0.041 0.031 -0.028 0.395
H -0.7857 -2.0670 -3.5568 0.036 -0.017 0.007 0.383
H -2.6864 -1.6093 3.0406 -0.019 -0.026 0.015 0.534
H -2.7457 -4.0928 3.1599 0.024 0.033 0.037 0.353
H -2.2892 -6.2563 2.1521 -0.045 0.031 0.008 0.385
H -1.7211 -7.6332 0.1841 -0.029 0.009 0.025 0.387
H -1.1823 -6.5293 -1.9666 0.023 0.034 -0.007 0.400
H -1.0816 -4.0632 -2.0979 0.030 -0.054 -0.041 0.314
O 0.9285 3.1062 3.7711 -0.318 -0.128 -0.006 -0.759
S 0.0291 2.9098 2.6667 1.169 1.661 1.221 1.603
O -0.7861 1.7030 2.6934 -0.217 0.163 0.141 -0.427
O 0.7397 3.0083 1.3597 -0.143 -0.394 0.252 -0.724
C -1.0973 4.3031 2.7044 -0.001 -0.249 -0.089 0.035
C -0.8850 5.2681 3.6783 0.114 -0.121 -0.026 -0.629
C -1.7200 6.3703 3.7582 -0.073 0.062 -0.059 -0.561
C -2.7643 6.5135 2.8555 0.072 -0.005 0.103 -0.546
C -2.9882 5.5401 1.8954 0.018 -0.092 -0.123 -0.757
C -2.1632 4.4269 1.8175 0.028 -0.254 -0.149 -0.325
S -2.6663 3.1324 0.6601 -1.603 0.823 -0.117 1.663
O -3.2578 2.1083 1.4764 0.091 0.037 -0.019 -0.680
O -3.5721 3.7916 -0.2556 0.372 0.037 -0.013 -0.831
O -1.4290 2.6859 -0.0314 -1.041 0.720 -0.074 -0.743
H -0.0641 5.1197 4.3658 0.000 0.062 0.010 0.558
H -1.5574 7.1147 4.5268 0.021 0.013 -0.003 0.379
H -3.4125 7.3788 2.9091 -0.024 -0.003 -0.007 0.387
H -3.8037 5.6047 1.1887 -0.016 0.074 0.021 0.546
O 2.2021 -1.2814 3.3460 -0.103 -0.033 0.139 -0.754
C 1.6908 -1.1523 2.2431 0.285 0.317 0.263 -0.215
O 1.0069 -0.1359 1.8535 0.265 -1.107 -0.128 -0.115
C 1.9866 -2.2925 1.2626 -0.165 0.238 -0.001 0.855
C 2.2196 -3.5708 1.7676 -0.091 -0.026 0.185 -1.041
C 2.5595 -4.5885 0.8987 -0.014 0.114 -0.020 -0.305
C 2.6985 -4.2836 -0.4477 -0.028 -0.079 -0.051 -0.935
C 2.4527 -2.9841 -0.8533 -0.041 -0.017 -0.120 -0.098
N 2.0901 -2.0051 -0.0280 -0.199 -0.102 -0.145 0.431
H 2.1303 -3.7268 2.8335 0.008 0.008 -0.014 0.501
H 2.7231 -5.5979 1.2550 0.000 0.014 0.033 0.412
H 2.9797 -5.0419 -1.1664 -0.012 0.023 -0.041 0.417
H 2.5399 -2.7140 -1.9028 0.006 -0.018 -0.008 0.327
I 5.5155 1.4549 -3.0901 -0.198 -0.049 0.192 0.042
C 4.0712 1.4720 -1.6000 0.272 0.077 -0.242 -0.977
C 3.9693 2.3888 -0.5787 0.020 -0.042 -0.013 -0.315
N 2.8850 2.0324 0.1256 0.091 0.087 -0.137 0.103
N 2.2641 0.9634 -0.3867 0.103 0.258 0.044 0.136
C 2.9884 0.5974 -1.4328 0.002 -0.016 0.050 -0.124
H 4.5768 3.2416 -0.3311 -0.003 -0.016 0.079 0.459
H 2.4270 2.5196 0.8935 0.032 -0.022 -0.005 0.212
H 2.7303 -0.2660 -2.0203 -0.103 -0.005 0.011 0.478